14 unconnected molecules or ions with the total composition C40H114N6O14, computed with ωB97M-V/def2-TZVPD.

Geometry as XYZ:
```
174
C40H114N6O14 (ωB97M-V/def2-TZVPD)
C 2.34 1.09 12.72
C 2.10 1.05 11.19
C 1.91 2.49 10.60
O 0.72 3.00 11.10
C -0.40 2.68 10.31
N 3.35 0.33 10.69
H 2.60 0.11 13.13
H 1.47 1.47 13.26
H 3.13 1.76 13.05
H 1.15 0.51 11.20
H 2.05 2.57 9.52
H 2.75 3.01 11.05
H -0.26 3.02 9.29
H -1.29 3.20 10.64
H -0.62 1.61 10.33
H 3.26 -0.12 9.79
H 4.07 1.03 10.54
C 1.43 -6.22 -3.55
C 2.93 -6.17 -3.67
C 3.53 -7.30 -4.55
O 4.90 -7.07 -4.65
C 5.49 -7.42 -5.91
N 3.10 -4.77 -4.15
H 0.87 -6.19 -4.48
H 0.97 -5.43 -2.95
H 1.16 -7.15 -3.05
H 3.45 -6.04 -2.72
H 3.02 -7.17 -5.50
H 3.49 -8.19 -3.92
H 5.22 -8.45 -6.14
H 6.58 -7.53 -5.91
H 5.18 -6.73 -6.68
H 3.05 -4.10 -3.39
H 4.06 -4.76 -4.48
C 1.14 -0.52 -9.67
C 0.12 -1.49 -10.24
C 0.21 -1.55 -11.77
O -0.37 -0.38 -12.26
C 0.58 0.50 -13.00
N 0.33 -2.79 -9.60
H 1.24 -0.59 -8.59
H 1.06 0.50 -10.04
H 2.15 -0.84 -9.92
H -0.94 -1.25 -10.14
H -0.48 -2.32 -12.09
H 1.12 -1.96 -12.21
H 1.48 0.77 -12.46
H 0.16 1.47 -13.28
H 0.98 -0.05 -13.85
H 1.10 -3.19 -10.12
H 0.72 -2.75 -8.67
C -2.97 -7.06 8.83
C -3.58 -5.71 8.46
C -2.65 -4.52 8.88
O -2.18 -4.64 10.17
C -3.01 -4.12 11.30
N -3.68 -5.77 6.98
H -3.40 -7.82 8.18
H -3.23 -7.23 9.87
H -1.89 -7.12 8.69
H -4.59 -5.64 8.85
H -3.17 -3.57 8.78
H -1.84 -4.63 8.15
H -4.03 -4.45 11.15
H -3.06 -3.04 11.35
H -2.49 -4.44 12.21
H -3.72 -4.82 6.63
H -4.62 -6.06 6.74
C 7.33 8.26 -3.76
C 6.02 8.55 -3.22
C 5.13 7.28 -2.98
O 3.85 7.53 -2.50
C 2.90 6.43 -2.49
N 6.32 9.26 -1.98
H 7.83 9.18 -4.06
H 7.32 7.63 -4.64
H 7.85 7.69 -2.98
H 5.48 9.27 -3.84
H 5.54 6.64 -2.20
H 5.09 6.75 -3.94
H 2.55 6.30 -3.52
H 2.04 6.87 -1.99
H 3.33 5.53 -2.05
H 5.46 9.68 -1.63
H 7.10 9.87 -2.16
C 1.26 -0.43 3.80
C 0.27 -0.90 2.77
C 0.23 -0.24 1.41
O -0.93 -0.75 0.61
C -1.01 -0.13 -0.69
N 0.71 -2.29 2.48
H 0.94 0.61 3.74
H 2.31 -0.56 3.56
H 1.15 -0.79 4.83
H -0.74 -0.97 3.17
H 1.17 -0.56 0.96
H 0.20 0.84 1.53
H -0.04 -0.12 -1.20
H -1.43 0.86 -0.52
H -1.68 -0.78 -1.25
H 0.38 -2.91 3.21
H 0.25 -2.63 1.65
C 0.68 7.48 4.00
C 2.07 8.25 4.03
O 2.77 7.68 5.11
H 0.00 7.82 4.78
H 0.94 6.42 4.02
H 0.11 7.66 3.09
H 1.98 9.32 4.19
H 2.64 8.14 3.10
H 2.39 8.09 5.90
C -7.09 6.51 -1.41
C -6.57 5.21 -1.95
O -7.49 4.94 -2.97
H -7.46 7.16 -2.21
H -6.31 7.22 -1.14
H -7.82 6.40 -0.61
H -6.59 4.38 -1.25
H -5.56 5.37 -2.34
H -7.12 4.34 -3.61
C -6.48 -3.98 0.77
C -6.61 -2.48 1.13
O -5.42 -2.21 1.81
H -6.60 -4.52 1.71
H -5.51 -4.15 0.31
H -7.26 -4.24 0.06
H -7.36 -2.29 1.89
H -6.70 -1.83 0.26
H -4.71 -1.96 1.21
C 8.55 -0.59 -4.87
C 8.40 -1.29 -3.49
O 7.51 -0.41 -2.76
H 9.09 0.35 -4.78
H 7.54 -0.47 -5.27
H 9.21 -1.14 -5.54
H 9.40 -1.35 -3.06
H 7.95 -2.26 -3.70
H 7.24 -0.82 -1.94
C -7.82 3.45 6.82
C -7.14 2.40 6.09
O -6.41 1.55 6.95
H -8.29 4.17 6.15
H -7.14 4.00 7.47
H -8.67 3.11 7.41
H -6.47 2.74 5.30
H -7.95 1.79 5.67
H -5.84 0.95 6.46
C -6.98 -5.58 -8.99
C -7.07 -5.02 -7.56
O -6.04 -4.13 -7.24
H -7.88 -6.00 -9.44
H -6.12 -6.25 -9.11
H -6.77 -4.74 -9.65
H -7.35 -5.72 -6.76
H -7.97 -4.42 -7.42
H -5.25 -4.49 -7.66
C 7.28 -3.07 4.64
C 7.27 -3.39 3.16
O 6.27 -2.77 2.50
H 7.96 -3.73 5.17
H 6.30 -3.38 5.01
H 7.50 -2.04 4.91
H 7.18 -4.48 3.12
H 8.16 -3.18 2.57
H 5.49 -3.17 2.89
C -5.34 4.39 -8.44
C -4.25 3.36 -7.97
O -4.86 2.48 -7.02
H -5.23 5.35 -7.93
H -6.36 3.99 -8.40
H -5.09 4.64 -9.47
H -3.49 3.97 -7.50
H -3.83 2.83 -8.82
H -5.00 1.64 -7.47
```

The value obtained for the total energy is -2973.8371 hartree. The calculation puts the HOMO-LUMO gap at 9.181 eV. For the energy above the lowest of the compared OMol25 structures with the same formula, charge and spin, the calculation gives 8.7956 eV.